An isolated molecule of F2HOPS, computed with ωB97M-V with the def2-TZVPD basis set.

Structure (XYZ):
```
6
Properties=species:S:1:pos:R:3:forces:R:3
O 0.734 1.062 0.114 -0.59 -0.15 0.03
P -0.310 -0.105 0.282 0.34 -2.18 -2.44
F 0.522 -1.244 0.995 -1.11 0.97 0.15
F 0.191 -0.831 -1.333 -1.70 1.56 2.96
S -2.162 0.265 0.732 2.31 -0.70 -0.49
H 1.025 0.853 -0.790 0.76 0.50 -0.21
```
Positions in Å, forces in eV/Å.

For the relative energy (zero: lowest compared OMol25 entry of this formula, charge and spin), the calculation gives 25.92 kcal per mole. The SMILES is OP(F)(F)=S. The calculation puts the lowest unoccupied orbital energy at 0.062 eV.

A structure of composition C6H17InNaO3P, computed with ωB97M-V with the def2-TZVPD basis set.

Structure (XYZ):
```
29
Properties=species:S:1:pos:R:3:forces:R:3
C 3.599 0.449 -0.362 0.05 -0.01 0.03
C 2.607 1.240 0.486 -0.13 0.03 0.08
O 1.385 1.491 -0.243 0.03 -0.12 0.12
P 0.053 0.695 0.108 0.10 0.19 -0.10
O -0.177 0.401 1.532 -0.10 0.00 0.01
C 0.012 -0.751 -0.946 0.00 -0.11 -0.14
C 0.782 -1.961 -0.379 -0.26 0.18 0.04
In -0.359 -3.352 0.866 0.45 -0.19 -0.02
O -0.962 1.750 -0.543 -0.05 -0.07 -0.10
C -2.369 1.498 -0.478 -0.05 0.02 0.00
C -3.096 2.794 -0.174 0.01 0.01 0.03
H 3.178 0.260 -1.349 -0.02 0.02 0.01
H 3.833 -0.515 0.087 0.00 0.00 -0.01
H 4.531 0.997 -0.498 0.00 -0.01 0.01
H 2.355 0.731 1.419 0.04 -0.01 -0.04
H 2.996 2.223 0.748 0.00 -0.01 -0.05
H 0.412 -0.436 -1.915 -0.03 0.11 0.01
H -1.047 -0.978 -1.131 0.04 -0.05 0.02
H 1.205 -2.516 -1.217 0.06 -0.08 0.10
H 1.609 -1.640 0.259 0.07 0.06 -0.14
H -1.047 -2.551 2.338 -0.20 0.00 -0.02
H -1.903 -3.789 -0.001 -0.27 0.19 0.06
H 0.572 -4.755 1.271 -0.10 -0.05 0.06
H -2.685 1.088 -1.441 -0.01 -0.05 0.06
H -2.577 0.757 0.302 0.07 0.04 0.03
H -3.234 3.395 -1.072 0.09 0.03 0.01
H -4.080 2.597 0.255 -0.01 -0.03 -0.06
H -2.518 3.368 0.549 -0.04 -0.01 0.02
Na -3.077 -2.490 1.526 0.26 -0.07 -0.02
```
Positions in Å, forces in eV/Å.

The calculation puts the lowest unoccupied orbital energy at -1.091 eV.

An isolated molecule of C5H5FO2, computed with ωB97M-V with the def2-TZVPD basis set.

Structure (XYZ):
```
13
Properties=species:S:1:pos:R:3:forces:R:3
O 1.371 -2.725 -0.002 0.25 0.68 -0.98
C 0.547 -1.843 0.024 -2.45 -2.87 3.45
C 0.496 -0.615 -0.684 1.08 2.29 -2.47
C 0.795 0.540 0.222 1.09 2.78 -1.31
C -0.500 0.597 -0.520 -0.86 -2.22 -0.30
F -0.724 1.331 -1.691 1.42 -0.13 1.00
C -1.871 0.328 -0.001 0.09 1.17 -0.56
O -2.137 -0.340 0.943 -0.31 -0.58 0.79
H -0.300 -1.979 0.836 1.11 0.50 -1.24
H 1.034 -0.573 -1.660 -0.44 -0.10 0.84
H 0.958 0.423 1.298 -0.73 0.04 -0.41
H 1.454 1.320 -0.255 -0.30 -1.03 0.79
H -2.614 0.898 -0.627 0.05 -0.54 0.43
```
Positions in Å, forces in eV/Å.

For the relative energy (zero: lowest compared OMol25 entry of this formula, charge and spin), the calculation gives 45.92 kcal per mole. The SMILES is O=C[C@@H]1C[C@]1(F)C=O. The calculation puts the lowest unoccupied orbital energy at 0.465 eV.

An isolated molecule of C6H16N2, computed with ωB97M-V with the def2-TZVPD basis set.

Structure (XYZ):
```
24
Properties=species:S:1:pos:R:3:forces:R:3
C -1.167 -0.936 -2.184 -0.47 -1.20 1.22
C 0.015 -0.008 -1.947 0.31 0.03 -0.52
C -0.220 1.211 -1.045 -1.11 -0.57 0.60
C 0.605 1.276 0.286 -1.36 0.83 -0.98
N 1.817 2.051 0.021 -0.03 -0.22 0.68
C 0.731 -0.066 1.040 0.09 1.24 -0.98
N -0.504 -0.275 1.772 -0.09 -0.69 0.46
C -0.584 -1.524 2.491 0.26 -1.25 0.85
H -1.658 -1.196 -1.233 0.35 0.36 0.34
H -0.766 -1.925 -2.431 -0.32 0.16 -0.79
H -2.061 -0.682 -2.752 0.57 0.45 -0.74
H 0.797 -0.705 -1.618 -0.03 0.47 0.54
H 0.481 0.366 -2.863 -0.47 -0.14 -0.32
H -1.271 1.304 -0.722 -0.02 -0.87 -0.09
H -0.227 2.087 -1.694 1.03 0.37 0.49
H -0.073 1.801 0.989 0.82 0.52 -0.38
H 2.148 2.444 0.895 0.27 -0.06 -0.11
H 2.552 1.465 -0.364 -0.03 0.05 0.05
H 0.976 -0.849 0.304 0.17 -0.22 0.59
H 1.571 0.172 1.706 -0.20 -0.82 0.24
H -1.334 -0.230 1.200 0.20 0.32 -0.51
H 0.038 -1.537 3.402 -0.29 0.38 -0.15
H -1.607 -1.805 2.771 0.09 0.65 0.13
H -0.256 -2.438 1.976 0.26 0.22 -0.63
```
Positions in Å, forces in eV/Å.

For the relative energy (zero: lowest compared OMol25 entry of this formula, charge and spin), the calculation gives 37.01 kcal per mole. The SMILES is CCC[C@H](N)CNC. The calculation puts the lowest unoccupied orbital energy at 1.063 eV.

A structure of composition CH5NOS2, computed with ωB97M-V with the def2-TZVPD basis set.

Structure (XYZ):
```
10
Properties=species:S:1:pos:R:3:forces:R:3
C 1.116 -0.718 -0.077 -0.69 1.81 0.93
N -0.974 0.261 0.554 1.55 -0.96 1.00
O 1.587 0.382 -0.599 3.12 -0.58 1.69
S -2.038 -0.598 -0.375 -1.11 -0.12 -1.16
S -0.613 1.755 0.006 0.44 1.44 0.69
H 1.062 -0.896 0.946 0.94 0.04 1.68
H 0.709 -1.416 -0.672 -1.44 -2.31 -2.26
H 0.991 0.792 -1.186 -1.58 1.05 -1.84
H -2.237 -1.634 0.445 0.11 0.08 0.31
H 0.396 2.070 0.960 -1.35 -0.45 -1.05
```
Positions in Å, forces in eV/Å.

For the relative energy (zero: lowest compared OMol25 entry of this formula, charge and spin), the calculation gives 113.88 kcal per mole. The calculation puts the lowest unoccupied orbital energy (alpha / beta) at -0.170 / 0.647 eV.

Short version: electronic energy = -27625.10532; -31519.08063; -12075.89745; -9460.46939; -26321.46236 eV, in the order given.